The following is a DFT calculation (ωB97M-V/def2-TZVPD) of C26H42Cl3N4O4SiTb as an isolated structure.

Structure (XYZ):
```
81
C26H42Cl3N4O4SiTb, DFT ωB97M-V/def2-TZVPD
C 2.3930 -1.5666 -5.0932
C 1.4766 -0.6135 -4.3436
H 3.0146 -1.0140 -5.8136
H 1.8387 -2.3151 -5.6753
H 3.0981 -2.0446 -4.4108
C 0.6271 0.1946 -5.0571
C 0.3367 0.1044 -6.5028
H 0.2087 1.0772 -4.6033
H -0.1380 -0.8544 -6.7427
H 1.2132 0.1930 -7.1602
H -0.3450 0.9217 -6.7832
Tb -1.0538 -0.5845 1.7092
Cl 1.5972 -0.4576 2.0388
Cl -2.8482 -2.2543 2.2850
C -0.0395 2.2895 2.3570
O -1.0814 1.5958 2.2399
N 0.0336 3.5788 2.0700
C -1.1849 4.3918 1.9604
C 1.3399 4.2383 2.0096
H 0.9024 1.8132 2.6854
H -2.0319 3.7487 1.7033
H -1.0364 5.1511 1.1846
H -1.3804 4.9166 2.9086
H 2.0952 3.4958 1.7124
H 1.6194 4.6574 2.9888
H 1.3157 5.0486 1.2753
H -2.1883 -1.3838 -2.5782
H -2.7204 1.6429 -3.7387
C -3.1881 -1.0130 -2.2950
C -3.5843 1.3145 -3.1412
N -3.1538 0.4300 -2.0595
H -3.5079 -1.5399 -1.3872
C -2.7825 0.9351 -0.8740
O -2.5858 0.2444 0.1576
H -4.0445 2.2176 -2.7221
H -2.6679 2.0348 -0.8485
H -3.8845 -1.1858 -3.1224
H -4.3013 0.7800 -3.7739
O 0.9344 -1.3323 -2.8172
C 1.8468 -0.3021 -2.8838
C 0.1132 1.4473 -2.3615
C 1.4517 1.0313 -2.2951
H -0.6086 0.7061 -2.7215
C -0.2456 2.7678 -2.0992
H 2.8787 -0.6057 -2.6232
C 2.4091 1.9135 -1.7869
H -1.2498 3.1194 -2.3610
C 0.7191 3.6492 -1.5896
C 2.0400 3.2123 -1.4207
H 3.4379 1.5500 -1.6999
H 0.4516 4.6851 -1.3675
H 2.8065 3.8874 -1.0244
Si 0.6829 -3.3351 -0.9597
Cl -0.1417 -1.0399 -0.5028
C -0.9114 -4.2796 -0.5986
C 1.6470 -3.6176 0.6525
C 1.5993 -3.7624 -2.4957
H -1.6718 -3.6905 -0.0603
H -0.6703 -5.1401 0.0487
H -1.3626 -4.6777 -1.5166
H 0.8960 -3.7879 -3.3451
H 2.0198 -4.7722 -2.3596
H 2.4274 -3.0557 -2.6708
H 1.5292 -2.8275 1.4067
H 2.7228 -3.7106 0.4549
H 1.3054 -4.5548 1.1209
N 0.9317 0.9378 8.0809
C 0.7642 0.7233 6.7530
O 0.9672 1.6053 5.9092
C 0.2317 -0.6170 6.3578
C -0.3799 -1.5327 7.2230
C -1.0300 -2.6352 6.6552
C -1.1123 -2.7425 5.2462
N -0.5573 -1.8386 4.4185
C 0.1831 -0.8794 4.9751
H 1.3888 1.7930 8.3508
H 0.9737 0.1679 8.7277
H -0.3723 -1.3924 8.3069
H -1.5087 -3.4080 7.2630
H -1.6642 -3.5660 4.7764
H 0.7661 -0.2818 4.2740
```

Its lowest unoccupied orbital energy (alpha / beta) is -0.19 / -0.01 eV. Its spin multiplicity is 7. The value obtained for the electronic energy is -109674.4909 eV. Its charge is 0. The calculation puts the molecular weight at 768.02 g mol⁻¹. For the energy above the lowest of the compared OMol25 structures with the same formula, charge and spin, the calculation gives 142.2 kcal per mole. As for the expectation value of S²: 12.062. Its orbital gap (alpha / beta) is 0.1703 / 0.1783 Eh.

What are the Löwdin partial charges on each atom? They are as follows, in elementary charge units: -0.04, -0.31, 0.08, 0.08, 0.06, -0.19, -0.16, 0.05, 0.06, 0.06, 0.06, 0.88, -0.02, -0.15, -0.31, -0.20, -0.15, -0.01, -0.03, 0.07, 0.09, 0.09, 0.10, 0.10, 0.10, 0.09, 0.09, 0.09, -0.01, -0.03, -0.16, 0.10, -0.28, -0.26, 0.09, 0.14, 0.09, 0.09, -0.37, -0.35, -0.11, -0.18, 0.09, -0.09, 0.14, -0.02, 0.09, -0.11, -0.10, 0.12, 0.09, 0.10, 0.58, 0.37, -0.20, -0.21, -0.20, -0.01, 0.04, 0.03, 0.05, 0.04, 0.03, -0.07, 0.03, 0.03, 0.17, -0.48, 0.04, -0.11, -0.01, -0.04, -0.13, 0.00, -0.12, 0.11, 0.09, 0.11, 0.11, 0.10, 0.01